Density functional theory data (the ωB97M-V functional and the def2-TZVPD basis) for a 9-piece molecular cluster, C13H44N6O9 overall.

XYZ file:
```
72
Properties=species:S:1:pos:R:3:forces:R:3
C -22.101963 -10.143386 -27.117987 -1.08 -1.21 -0.13
O -21.101609 -10.485450 -28.062090 -0.96 0.64 -0.01
H -22.490271 -11.097039 -26.624900 0.18 1.33 -0.47
H -22.922520 -9.591902 -27.611616 0.15 -0.77 -0.28
H -21.849636 -9.422641 -26.355559 0.94 0.03 0.53
H -20.303776 -10.726931 -27.589188 0.57 0.13 0.20
C -14.561931 -6.737114 -28.283035 0.59 3.76 -2.71
O -14.884296 -5.955686 -27.169803 -0.96 -0.01 1.94
H -13.990125 -5.965212 -28.946663 -0.68 -1.85 0.45
H -15.471584 -7.000050 -28.862744 0.40 0.16 0.72
H -13.964427 -7.572988 -28.131793 1.04 -1.61 0.59
H -14.263658 -5.871493 -26.418600 -0.11 -0.44 -1.11
C -18.002184 -11.436922 -29.786001 0.49 -1.04 0.79
O -17.224338 -12.162085 -30.739443 -0.52 -0.27 0.66
H -17.610175 -11.765762 -28.848575 0.06 -0.31 0.78
H -19.096159 -11.615207 -29.716019 0.58 0.16 -0.71
H -17.707264 -10.416381 -29.814112 -0.35 1.19 -0.26
H -17.516527 -11.852359 -31.575628 -0.18 0.17 -1.37
C -19.264138 -7.982189 -29.965426 0.88 -2.21 0.07
O -18.202450 -7.279780 -29.371862 0.01 1.01 -0.46
H -20.076030 -7.376582 -30.293986 -0.69 0.57 -0.01
H -19.513746 -8.731177 -29.212839 -0.82 0.04 -0.17
H -18.888448 -8.586508 -30.805267 -0.19 0.34 -0.14
H -18.008659 -6.515724 -29.940464 0.31 0.26 0.24
C -18.483930 -4.137427 -30.646299 -0.84 -0.56 -7.96
O -18.737849 -4.148906 -31.982318 1.93 -0.54 4.96
N -17.492186 -4.722653 -30.019046 3.02 -1.51 0.68
N -19.324021 -3.563795 -29.899277 -4.34 2.61 3.29
H -16.714734 -4.994338 -30.633298 -0.30 0.56 0.67
H -17.314776 -4.599866 -28.981252 -0.32 0.07 -1.92
H -20.162797 -3.207298 -30.331954 0.27 0.01 -0.13
H -19.223128 -3.462864 -28.864415 0.23 0.07 -1.49
C -17.781965 -3.597062 -26.822652 9.13 5.20 6.78
O -16.993233 -2.758930 -26.071546 -3.07 -4.08 -3.55
N -18.857703 -3.237517 -27.295966 -8.74 5.86 -0.88
N -17.470784 -4.777692 -27.205927 3.18 -5.33 -0.44
H -19.163517 -2.262992 -26.978842 0.66 -1.90 -0.47
H -19.624545 -3.944421 -27.177991 0.33 0.84 -0.13
H -16.531967 -5.141726 -27.111138 0.28 0.22 0.71
H -18.093587 -5.528539 -27.461249 -0.51 0.48 -0.14
C -17.531491 -9.649193 -26.828330 -3.67 -2.92 0.21
O -18.626245 -10.359385 -27.060410 4.31 2.89 0.69
N -16.815320 -9.778009 -25.723984 0.08 -2.68 4.23
N -16.938326 -8.761297 -27.567848 0.02 2.58 -4.05
H -17.088948 -10.480190 -25.013363 0.13 0.85 -0.98
H -16.151465 -9.101387 -25.395276 -0.06 0.08 -0.28
H -17.413802 -8.391114 -28.431974 0.83 -0.29 1.21
H -16.066035 -8.277400 -27.298274 -1.20 -0.83 -0.10
C -13.488499 -6.127199 -32.136775 1.24 -1.37 -0.56
C -14.886677 -5.639888 -32.277545 0.67 -8.55 -5.47
C -15.878567 -6.720088 -31.979282 -0.81 -1.81 0.59
O -15.237595 -4.721019 -31.546599 -1.94 8.61 6.26
H -13.213472 -6.392532 -33.179713 0.58 -0.21 0.87
H -13.494783 -7.030513 -31.497121 0.29 0.26 -0.37
H -12.753713 -5.442310 -31.698973 -0.35 0.22 -0.31
H -15.110020 -5.490654 -33.328878 0.31 0.73 -0.70
H -15.852293 -7.009787 -30.899307 0.27 -0.26 -0.93
H -15.815415 -7.523056 -32.676980 0.75 -1.35 -0.01
H -16.906266 -6.459611 -32.184116 -0.37 1.05 0.06
H -15.176626 -3.961938 -32.082207 -0.17 2.37 0.01
C -19.994056 -7.064908 -26.729618 1.96 -1.45 1.15
C -20.626879 -5.953342 -27.461911 -0.34 -8.40 -5.84
C -21.980710 -6.372876 -27.988660 0.04 0.13 -2.08
O -20.673570 -4.886308 -26.834492 -1.20 7.75 5.62
H -20.527926 -7.407580 -25.820867 0.37 0.62 -0.16
H -18.895645 -6.797221 -26.522873 -1.69 -0.61 0.33
H -19.947545 -7.958321 -27.351581 0.03 0.06 -0.08
H -20.031368 -5.854370 -28.352635 0.68 0.22 -0.93
H -22.439124 -5.699395 -28.767701 0.53 -0.15 0.98
H -22.653657 -6.560562 -27.206677 -1.18 -0.06 1.30
H -21.877626 -7.306865 -28.512022 0.08 -0.54 -0.21
H -21.561489 -4.567253 -26.890197 -0.79 1.00 0.44
```
Positions in Å, forces in eV/Å.

- Maximum force: 0.2432 Eh/bohr
- LUMO energy: 0.09 eV
- Frontier orbital gap: 8.970 eV
- E_HOMO: -8.9 eV
- Relative energy (zero: lowest compared OMol25 entry of this formula, charge and spin): 819.1 kJ/mol
- SMILES: NC(N)=O.NC(N)=O.NC(N)=O.CC(C)O.CC(C)O.CO.CO.CO.CO
- Total charge: 0

***

Density functional theory data (the ωB97M-V functional and the def2-TZVPD basis) for a 18-piece molecular cluster, H36O18 overall.

XYZ file:
```
54
Properties=species:S:1:pos:R:3:forces:R:3
O -2.719851 -0.124315 3.453152 -0.95 -0.03 -0.05
H -1.941954 -0.491304 3.873193 0.26 -0.38 0.20
H -2.375044 0.448370 2.768051 0.25 0.19 -0.12
O -4.203270 -1.441051 0.842926 -0.38 -0.12 -0.29
H -3.595066 -0.956381 0.284885 0.29 0.24 -0.17
H -3.979927 -1.170051 1.733379 0.24 0.08 0.68
O 5.801090 -2.158255 0.276621 0.54 -0.74 -0.82
H 6.397001 -1.438867 0.067835 0.12 0.10 -0.06
H 5.124083 -1.758356 0.822478 0.07 0.20 0.33
O -1.531386 -0.506209 -2.997629 -0.31 0.12 -0.21
H -1.693496 -0.414832 -2.058688 -0.13 -0.18 0.29
H -0.689461 -0.073314 -3.139054 0.53 0.00 -0.10
O 3.223066 -3.485893 2.620744 -0.10 0.30 0.12
H 4.047337 -3.971954 2.644274 0.31 -0.15 -0.16
H 2.564713 -4.115529 2.914600 -0.24 -0.16 0.03
O -0.608732 -1.015492 4.921028 0.13 -0.10 0.10
H -0.343286 -0.213903 5.371840 0.01 0.31 0.18
H 0.173662 -1.566839 4.931128 0.13 -0.24 -0.08
O -3.359346 0.608136 -0.998251 -0.13 0.03 0.36
H -3.002200 1.376996 -1.442696 0.31 0.25 -0.48
H -4.307464 0.738143 -1.018363 -0.44 -0.22 -0.08
O 1.189719 4.596138 2.126519 -0.05 0.56 0.56
H 1.555662 3.721520 1.994725 0.22 -0.26 0.04
H 0.608666 4.728537 1.377468 0.07 -0.16 -0.12
O -1.527442 -2.635635 -4.928533 0.06 -0.22 -0.35
H -1.768538 -2.120776 -4.158451 0.09 0.43 0.44
H -2.311247 -3.146571 -5.130620 -0.12 -0.17 -0.13
O -2.184712 3.207209 -1.153058 0.19 -0.21 -0.02
H -2.871880 3.317279 -0.495866 -0.27 0.19 0.34
H -2.145261 4.051293 -1.602723 -0.09 0.30 -0.34
O 4.456250 -0.960700 2.114810 -0.26 0.92 0.32
H 3.579279 -1.180941 1.800733 -0.45 -0.23 0.05
H 4.539074 -1.430724 2.944546 -0.03 -0.27 0.19
O 0.544375 3.453308 -0.248901 0.06 -0.24 0.00
H -0.379066 3.427915 -0.499614 -0.53 -0.10 -0.19
H 0.971227 3.939780 -0.954143 0.34 0.06 -0.16
O 2.118073 -1.207954 -5.304471 0.11 -0.46 -0.24
H 1.569049 -0.489766 -4.989831 -0.02 0.25 0.15
H 3.013067 -0.877338 -5.227518 0.19 0.03 0.04
O -3.385631 -4.054586 0.268348 0.28 -0.69 -0.09
H -3.664494 -3.154254 0.435320 -0.32 0.61 0.31
H -3.227478 -4.085769 -0.675178 0.06 -0.12 -0.20
O 0.678034 1.099219 -4.521043 -0.18 0.00 0.33
H -0.069722 0.969917 -5.104463 -0.34 -0.12 -0.33
H 0.842982 2.041723 -4.547596 0.19 0.22 0.01
O 2.913669 1.948837 2.707662 -0.33 0.27 -0.01
H 3.566400 1.575070 3.299680 0.23 -0.06 0.08
H 2.676810 1.227154 2.125165 0.05 -0.19 -0.21
O -1.766132 1.133943 1.265667 0.31 0.18 0.00
H -2.554889 1.457131 0.830176 -0.33 -0.28 -0.28
H -1.047120 1.593226 0.831731 0.30 0.29 0.18
O 0.630050 -0.258194 -0.413016 0.25 0.00 -0.19
H 0.319701 -0.725553 0.362549 -0.22 -0.23 0.20
H 0.151058 0.570462 -0.401525 0.04 0.21 -0.05
```
Positions in Å, forces in eV/Å.

- Maximum force: 0.0239 Eh/bohr
- LUMO energy: -1.00 eV
- Frontier orbital gap: 9.445 eV
- E_HOMO: -10.4 eV
- Relative energy (zero: lowest compared OMol25 entry of this formula, charge and spin): 281.2 kJ/mol
- Total charge: 0

***

Density functional theory data (the ωB97M-V functional and the def2-TZVPD basis) for C16H48O8 as an isolated structure.

XYZ file:
```
72
Properties=species:S:1:pos:R:3:forces:R:3
C -3.413553 -0.510761 -1.075489 0.06 -0.82 0.50
C -4.082066 -1.691264 -1.772564 0.45 2.97 0.34
O -5.065839 -1.004733 -2.568258 -0.07 -1.58 -0.13
H -3.067567 0.201973 -1.824092 -0.28 0.05 -0.05
H -2.494126 -0.842302 -0.592959 -1.99 -0.45 -0.19
H -4.034021 -0.019326 -0.326087 -0.13 0.02 -0.14
H -4.545654 -2.373079 -1.059597 0.18 -0.32 -0.21
H -3.263622 -2.062850 -2.389143 -0.51 -0.95 -0.17
H -5.466605 -1.746460 -3.027419 -0.63 0.33 -0.55
C 0.107701 0.564856 0.686946 -0.12 -2.52 1.29
C -0.583599 0.160813 -0.524417 1.08 0.19 -2.22
O 0.356358 -0.451069 -1.434680 -7.07 6.80 3.86
H -0.603781 0.990106 1.394802 -0.06 -2.02 -0.67
H 0.942125 1.265518 0.656926 -0.69 -1.09 -0.92
H 0.484458 -0.361873 1.119755 -0.42 0.20 -0.42
H -0.996448 1.004955 -1.076768 -0.24 -0.11 -0.13
H -1.405706 -0.530985 -0.340928 1.89 0.72 0.64
H 0.665241 -1.311802 -1.142596 -0.66 0.30 -0.49
C -1.695291 1.856613 3.278582 0.75 -1.91 0.34
C -0.235607 1.362887 3.480174 -2.20 1.65 1.23
O -0.076589 1.375250 4.907141 0.16 -0.29 -0.25
H -1.820624 2.070438 2.217134 -0.46 -1.04 1.17
H -1.966237 2.715502 3.892572 0.31 0.02 -0.11
H -2.336795 1.031747 3.588677 -0.26 0.00 -0.10
H 0.405792 2.091870 2.984915 0.39 0.25 0.71
H 0.036089 0.457799 2.936927 -1.64 0.38 1.50
H 0.789610 1.067324 5.183702 0.19 -0.09 -0.32
C -0.715581 -3.383637 -0.285060 -0.46 -1.07 -0.02
C 0.793338 -3.357805 -0.462306 -0.82 -0.80 0.26
O 1.130393 -1.983579 -0.345320 3.64 -6.01 5.37
H -0.997924 -3.705868 0.717206 0.01 0.28 0.09
H -1.104603 -4.122650 -0.985518 -0.34 -0.09 0.13
H -1.154840 -2.425494 -0.562753 -0.11 -0.39 0.59
H 1.171036 -3.643642 -1.444008 -0.23 -0.57 0.10
H 1.163294 -4.038914 0.304062 0.80 0.47 0.13
H 2.057868 -1.944638 -0.100618 0.51 0.40 -0.16
C -0.365733 2.958181 0.763604 -1.42 1.79 2.07
C -1.384746 3.841730 1.521637 0.47 0.38 -1.86
O -1.625068 4.922294 0.636720 -0.30 0.91 0.73
H -0.926819 2.514529 -0.058864 0.46 0.38 -0.08
H -0.088352 2.162995 1.455596 -0.06 2.85 -0.84
H 0.531181 3.499099 0.461868 -0.42 0.32 -0.25
H -1.107985 4.187797 2.517497 0.70 0.09 -0.04
H -2.314633 3.309294 1.721439 -0.15 0.68 -0.84
H -1.953498 5.580793 1.253250 -0.28 0.68 -0.59
C -0.643283 -3.203367 -4.034767 -0.78 0.60 -1.10
C -0.505036 -2.202188 -2.890687 2.00 0.62 -1.07
O 0.545861 -1.265699 -3.250943 0.18 -4.92 -6.17
H -0.840528 -2.675589 -4.967860 -0.20 0.47 0.03
H -1.473092 -3.908791 -3.991092 -0.02 -0.13 0.58
H 0.251845 -3.743858 -4.342544 0.32 -0.05 0.88
H -0.259630 -2.730858 -1.969613 -0.03 0.44 -1.74
H -1.342966 -1.567451 -2.602475 -0.74 -0.43 -0.63
H 0.595210 -0.645157 -2.520122 -0.18 1.24 -1.69
C 2.413739 0.549941 -1.110490 2.40 0.83 0.37
C 3.813124 0.210382 -1.629083 0.17 1.06 -0.05
O 4.615446 -0.283682 -0.561943 -0.28 -0.95 0.65
H 2.515285 1.166326 -0.217264 0.34 0.62 -1.21
H 1.783659 -0.251532 -0.724832 2.17 1.08 -0.67
H 1.867203 1.074272 -1.894378 0.09 -0.06 0.14
H 4.335266 1.107088 -1.962851 -0.38 0.46 -0.24
H 3.780973 -0.416867 -2.519938 -0.02 -0.62 0.20
H 5.557061 -0.181152 -0.718337 -0.14 0.04 -0.33
C 2.758283 2.059142 1.733649 0.38 -0.95 1.37
C 2.698731 0.482513 1.872000 1.93 0.55 -0.29
O 1.585141 0.124328 2.610053 1.82 -0.92 1.69
H 3.672055 2.483837 1.318019 -0.12 -0.56 -0.77
H 2.840446 2.475347 2.737699 -0.39 -0.20 0.40
H 1.849545 2.487101 1.310391 0.70 -0.01 -0.05
H 3.568645 0.076565 2.388305 0.53 0.54 0.07
H 2.694002 -0.073290 0.934360 0.09 0.49 0.23
H 1.582044 -0.828993 2.723052 0.14 -0.18 0.12
```
Positions in Å, forces in eV/Å.

- Maximum force: 0.2050 Eh/bohr
- LUMO energy: 0.05 eV
- Frontier orbital gap: 8.690 eV
- E_HOMO: -8.6 eV
- Relative energy (zero: lowest compared OMol25 entry of this formula, charge and spin): 1508.3 kJ/mol
- Total charge: 0

***

Density functional theory data (the ωB97M-V functional and the def2-TZVPD basis) for C24H16IMoN2O3 as an isolated structure.

XYZ file:
```
47
Properties=species:S:1:pos:R:3:forces:R:3
Mo -0.090700 -0.881500 -0.163700 -4.88 0.05 2.00
O 3.931100 -0.413600 3.428000 0.34 0.11 -0.02
C 2.880400 -0.814900 4.144900 -0.44 -0.04 -0.08
C 3.104400 -1.169300 5.476900 0.04 0.02 -0.14
C 2.071400 -1.616600 6.268100 0.04 0.04 -0.25
C 0.777000 -1.710200 5.757000 -0.22 -0.04 -0.06
C 0.531200 -1.369200 4.447400 0.09 0.03 -0.05
C 1.573800 -0.924000 3.614800 0.01 0.00 0.22
C 1.317400 -0.677600 2.214400 1.02 0.35 -0.71
O 0.193600 -1.029900 1.638100 0.85 -0.60 3.52
N 2.231500 -0.196000 1.393300 0.62 0.09 1.96
N 1.817100 -0.216000 0.119300 1.19 0.32 -1.81
C 2.717200 0.091500 -0.817200 -0.61 -0.26 1.19
C 2.487800 0.006200 -2.206600 -0.79 -0.31 -1.16
C 3.527800 0.212700 -3.140500 -0.21 0.04 0.31
C 3.299400 0.127200 -4.490900 0.01 0.04 -0.05
C 2.018100 -0.148100 -4.974400 0.12 -0.09 0.36
C 0.980600 -0.404200 -4.101500 -0.42 -0.06 0.29
C 1.204800 -0.356700 -2.727200 1.79 0.63 -0.46
O 0.275900 -0.650300 -1.835200 1.10 0.19 -5.14
H 3.662500 -0.181300 2.517300 -0.14 -0.06 0.11
H 4.114800 -1.097100 5.844500 0.11 0.01 0.09
H 2.270300 -1.914400 7.285200 0.02 0.02 0.13
H -0.024500 -2.067200 6.385300 -0.07 0.01 0.02
H -0.468400 -1.442000 4.033700 0.07 -0.02 0.04
H 3.697500 0.396200 -0.463800 -0.03 -0.04 0.07
H 4.518800 0.424100 -2.772400 0.15 0.09 0.07
H 4.114500 0.268700 -5.182800 0.06 0.06 -0.05
H 1.845500 -0.193900 -6.036100 -0.06 -0.01 -0.16
H -0.008600 -0.657200 -4.460900 0.02 0.01 0.00
I -2.400600 -2.418800 0.121000 -0.70 0.82 -0.04
C -3.588100 -0.585200 0.109900 0.10 -0.65 -0.05
C -4.948200 -0.686200 0.123800 0.47 -0.38 -0.03
C -5.706500 0.488900 0.019600 -0.02 0.32 0.03
C -5.080700 1.701000 -0.038800 -0.15 -0.19 0.03
C -3.678100 1.807200 0.041800 0.23 -0.33 -0.06
C -3.051100 3.066800 0.103100 0.38 0.06 0.03
C -1.694500 3.156600 0.248400 -0.27 0.09 -0.08
C -0.909700 1.992500 0.249200 0.40 -0.43 0.05
C -1.457100 0.734000 0.133200 0.34 -0.26 -0.12
C -2.874300 0.627200 0.079600 -0.07 0.01 0.05
H -5.436900 -1.644000 0.211200 -0.05 -0.08 -0.08
H -6.781200 0.418000 -0.002900 -0.14 0.01 -0.02
H -5.648900 2.611700 -0.132600 -0.16 0.12 0.05
H -3.666900 3.951200 0.049300 -0.04 0.13 0.05
H -1.209300 4.115500 0.342200 0.00 0.11 -0.01
H 0.168600 2.095900 0.351700 -0.10 0.06 -0.06
```
Positions in Å, forces in eV/Å.

- Multiplicity: 3
- Maximum force: 0.1026 Eh/bohr
- LUMO energy (alpha / beta): -4.03 / -4.66 eV
- Frontier orbital gap (alpha / beta): 6.559 / 6.243 eV
- E_HOMO (alpha / beta): -10.6 / -10.9 eV
- Relative energy (zero: lowest compared OMol25 entry of this formula, charge and spin): 128.4 kJ/mol
- Total charge: +1